The following is a quantum chemistry calculation of a cluster of 6 separate species, C32H47F16NO11 in total in a non-equilibrium geometry, from OMol25.

Calculated values
spin multiplicity: 1
charge: 0
maximum force: 3.13 eV/Å
energy: -3727.8549 hartree

Element x y z (Å)
C  2.230  1.525  1.173
C  3.174  1.570  -0.058
C  2.617  2.410  -1.240
C  3.732  3.161  -2.031
C  4.421  4.171  -1.047
C  5.900  3.607  -0.976
C  6.477  4.128  -2.326
O  7.371  3.716  -3.007
N  5.738  5.284  -2.649
C  4.764  5.593  -1.564
C  5.613  6.527  -0.646
C  3.628  6.489  -2.151
F  3.739  7.817  -1.769
C  2.195  6.057  -1.786
C  1.769  6.434  -0.339
H  1.982  2.542  1.518
H  2.743  1.036  2.022
H  1.331  0.905  0.996
H  4.165  1.899  0.293
H  3.310  0.525  -0.394
H  1.885  3.139  -0.848
H  2.065  1.732  -1.911
H  3.323  3.739  -2.876
H  4.426  2.411  -2.429
H  4.135  4.115  0.018
H  6.522  3.936  -0.130
H  6.019  2.516  -1.059
H  5.376  5.255  -3.594
H  5.026  6.986  0.165
H  6.443  5.995  -0.150
H  6.090  7.292  -1.272
H  3.725  6.514  -3.251
H  1.521  6.620  -2.457
H  1.980  4.995  -1.964
H  2.232  5.805  0.435
H  0.682  6.238  -0.277
H  1.888  7.508  -0.151
C  -3.269  -3.400  -0.435
C  -2.413  -2.284  -0.992
O  -2.263  -1.228  -0.026
C  -1.327  -1.419  0.897
O  -0.621  -2.377  0.980
C  -1.253  -0.207  1.822
F  -2.461  0.217  2.196
F  -0.641  0.824  1.220
F  -0.577  -0.468  2.936
H  -4.226  -3.012  -0.090
H  -3.445  -4.157  -1.187
H  -2.786  -3.871  0.423
H  -2.898  -1.838  -1.859
H  -1.438  -2.649  -1.319
C  9.693  1.936  -2.405
C  10.929  2.808  -2.451
O  11.863  2.441  -1.417
C  12.654  1.409  -1.690
O  12.647  0.780  -2.703
C  13.614  1.168  -0.528
F  12.993  1.227  0.654
F  14.586  2.087  -0.512
F  14.196  -0.024  -0.609
H  9.241  1.966  -1.412
H  8.964  2.273  -3.132
H  9.940  0.894  -2.616
H  10.657  3.845  -2.260
H  11.409  2.773  -3.429
C  -7.998  -8.831  -2.839
C  -6.821  -8.031  -3.358
O  -6.848  -6.688  -2.847
C  -6.350  -6.524  -1.625
O  -5.896  -7.390  -0.943
C  -6.400  -5.049  -1.234
F  -7.571  -4.489  -1.543
F  -5.445  -4.351  -1.867
F  -6.219  -4.876  0.070
H  -8.935  -8.321  -3.065
H  -8.017  -9.821  -3.294
H  -7.946  -8.948  -1.757
H  -6.879  -7.944  -4.442
H  -5.872  -8.512  -3.120
C  -2.438  -3.469  5.282
C  -2.854  -4.858  4.842
O  -4.281  -5.020  4.929
C  -4.976  -4.543  3.901
O  -4.510  -4.005  2.945
C  -6.463  -4.821  4.097
F  -6.867  -4.545  5.341
F  -6.750  -6.106  3.869
F  -7.210  -4.095  3.270
H  -2.819  -3.256  6.282
H  -1.352  -3.380  5.291
H  -2.842  -2.708  4.614
H  -2.424  -5.604  5.507
H  -2.505  -5.081  3.833
C  -8.240  -1.649  2.935
C  -9.072  -0.387  3.008
O  -8.459  0.678  2.261
C  -8.686  0.671  0.951
O  -9.343  -0.136  0.369
C  -8.015  1.877  0.298
F  -6.772  2.060  0.749
F  -8.700  2.998  0.550
F  -7.942  1.744  -1.022
H  -7.217  -1.450  3.259
H  -8.665  -2.423  3.566
H  -8.186  -2.026  1.913
H  -9.131  -0.038  4.038
H  -10.093  -0.557  2.663

---

The following is a quantum chemistry calculation of a cluster of 4 separate species, C32H47FIN6O7P2 in total in a non-equilibrium geometry, from OMol25.

Calculated values
spin multiplicity: 1
charge: +1
maximum force: 1.96 eV/Å
energy: -3182.7774 hartree

Element x y z (Å)
C  -0.475  0.454  3.128
C  0.552  0.389  1.984
C  -0.153  0.787  0.698
F  -0.118  2.160  0.571
N  0.287  0.165  -0.541
C  1.541  -0.397  -0.634
N  2.658  0.198  -0.940
C  2.650  1.645  -1.218
C  2.743  2.596  -0.022
O  2.133  3.625  -0.039
I  3.974  2.175  1.698
P  4.262  -0.748  -1.163
N  5.521  0.279  -0.732
O  4.246  -1.789  0.061
N  1.430  -1.739  -0.429
C  0.020  -2.147  -0.491
O  -0.404  -2.473  0.801
N  -1.800  -3.004  0.807
O  -1.801  -4.098  1.153
P  -0.002  -3.543  -1.750
N  0.748  -3.075  -3.010
O  -1.534  -3.957  -1.964
O  0.712  -4.741  -1.002
C  -0.557  -0.896  -1.149
O  -1.914  -0.736  -1.139
C  -2.330  0.485  -1.759
C  -3.842  0.510  -1.908
C  -4.274  -0.819  -2.546
C  -4.622  0.898  -0.606
C  -3.783  0.887  0.672
C  -5.839  0.003  -0.356
H  -1.113  1.325  3.027
H  0.013  0.408  4.093
H  -1.123  -0.416  3.039
H  1.318  1.125  2.205
H  0.931  -0.625  1.962
H  -1.202  0.528  0.799
H  3.506  1.836  -1.866
H  1.763  1.874  -1.793
H  5.804  0.184  0.237
H  5.397  1.255  -0.966
H  4.276  -1.361  0.932
H  2.105  -2.349  -0.878
H  0.190  -3.120  -3.850
H  -1.927  -3.276  -2.525
H  0.097  -5.484  -0.905
H  -0.240  -0.911  -2.195
H  -1.996  1.360  -1.206
H  -1.874  0.560  -2.749
H  -4.041  1.292  -2.636
H  -3.683  -0.975  -3.447
H  -5.305  -0.749  -2.870
H  -4.155  -1.645  -1.859
H  -5.015  1.902  -0.742
H  -2.997  1.638  0.641
H  -3.359  -0.092  0.871
H  -4.426  1.177  1.496
H  -6.526  0.066  -1.194
H  -5.550  -1.029  -0.197
H  -6.359  0.346  0.531
C  -3.904  -9.371  0.653
C  -4.043  -9.690  -0.691
C  -3.535  -8.840  -1.663
C  -2.881  -7.674  -1.290
C  -2.740  -7.359  0.054
C  -3.254  -8.205  1.027
H  -4.303  -10.034  1.410
H  -4.548  -10.601  -0.981
H  -3.649  -9.086  -2.710
H  -2.483  -7.012  -2.050
H  -2.231  -6.450  0.349
H  -3.148  -7.955  2.075
C  3.833  5.629  -2.145
C  4.693  6.678  -2.439
C  5.009  6.968  -3.758
C  4.461  6.216  -4.788
C  3.597  5.170  -4.498
C  3.286  4.877  -3.177
H  3.581  5.395  -1.120
H  5.117  7.269  -1.639
H  5.684  7.783  -3.985
H  4.705  6.446  -5.816
H  3.164  4.587  -5.300
H  2.608  4.062  -2.952
C  1.803  3.511  6.728
C  1.648  3.232  5.378
C  2.045  4.160  4.426
C  2.606  5.366  4.823
C  2.764  5.644  6.173
C  2.360  4.719  7.125
H  1.491  2.789  7.471
H  1.214  2.288  5.068
H  1.916  3.945  3.373
H  2.919  6.088  4.080
H  3.202  6.583  6.483
H  2.479  4.939  8.178

---

The following is a quantum chemistry calculation of a cluster of 7 separate species, C32H47FN6O3PS in total in a non-equilibrium geometry, from OMol25.

Calculated values
spin multiplicity: 1
charge: -1
maximum force: 2.44 eV/Å
energy: -2641.1747 hartree

Element x y z (Å)
C  -2.179  -1.082  0.912
C  -1.037  -1.363  -0.102
O  -0.522  -0.171  -0.644
P  0.761  0.557  0.288
C  2.103  1.417  1.409
S  3.820  1.442  0.793
C  4.694  0.594  2.162
C  4.204  -0.865  2.190
C  1.981  -0.226  -0.881
O  2.417  -1.353  -0.536
O  2.285  0.342  -1.934
C  -0.037  2.274  0.027
C  0.897  3.188  -0.773
F  -1.189  2.152  -0.762
H  -3.148  -1.067  0.416
H  -1.942  -0.127  1.391
H  -2.122  -1.832  1.710
H  -0.260  -2.020  0.311
H  -1.489  -1.911  -0.941
H  0.392  -0.213  1.428
H  1.819  2.445  1.663
H  2.102  0.885  2.368
H  5.765  0.610  1.959
H  4.425  1.072  3.109
H  4.544  -1.411  3.080
H  4.541  -1.340  1.267
H  3.115  -0.951  2.185
H  -0.300  2.662  1.016
H  1.408  2.596  -1.538
H  1.611  3.668  -0.098
H  0.334  4.002  -1.238
N  1.049  -2.301  4.122
C  0.418  -1.647  5.144
C  0.567  -2.396  6.281
C  1.323  -3.547  5.931
C  1.606  -3.456  4.593
H  1.097  -1.981  3.170
H  -0.081  -0.708  4.973
H  0.178  -2.147  7.255
H  1.625  -4.348  6.585
H  2.154  -4.111  3.938
N  6.682  2.731  5.185
C  6.047  3.377  6.209
C  6.197  2.622  7.342
C  6.958  1.476  6.987
C  7.243  1.574  5.651
H  6.729  3.054  4.236
H  5.543  4.314  6.044
H  5.806  2.863  8.316
H  7.261  0.672  7.637
H  7.794  0.923  4.994
N  -4.757  -0.014  -2.342
C  -5.839  0.754  -2.028
C  -6.965  0.093  -2.442
C  -6.540  -1.131  -3.027
C  -5.172  -1.166  -2.946
H  -3.799  0.233  -2.155
H  -5.718  1.707  -1.539
H  -7.978  0.445  -2.337
H  -7.165  -1.896  -3.456
H  -4.461  -1.908  -3.266
N  3.968  -1.177  -6.169
C  3.478  -0.602  -5.020
C  3.788  -1.420  -3.970
C  4.499  -2.532  -4.502
C  4.596  -2.353  -5.859
H  3.879  -0.794  -7.091
H  2.950  0.336  -5.050
H  3.533  -1.238  -2.938
H  4.894  -3.369  -3.949
H  5.054  -2.957  -6.625
N  -4.657  -4.406  -4.931
C  -5.741  -4.766  -5.684
C  -5.417  -4.581  -7.002
C  -4.083  -4.094  -7.045
C  -3.641  -3.999  -5.752
H  -4.614  -4.435  -3.929
H  -6.645  -5.120  -5.219
H  -6.064  -4.774  -7.842
H  -3.513  -3.843  -7.924
H  -2.696  -3.678  -5.348
N  -4.492  4.248  -0.117
C  -5.612  4.242  0.667
C  -5.966  5.543  0.907
C  -5.022  6.367  0.236
C  -4.128  5.537  -0.388
H  -4.008  3.431  -0.444
H  -6.059  3.315  0.986
H  -6.807  5.869  1.496
H  -5.003  7.444  0.213
H  -3.268  5.752  -0.998

---

The following is a quantum chemistry calculation of a structure of composition C32H48AsF6MnO24 in a non-equilibrium geometry, from OMol25.

Calculated values
⟨S²⟩: 8.75
spin multiplicity: 6
charge: +1
maximum force: 5.29 eV/Å
energy: -7039.8550 hartree

Element x y z (Å)
Mn  1.367  0.789  -3.555
As  0.503  1.009  0.187
F  -1.240  1.229  -0.314
F  0.935  2.753  0.189
F  2.206  0.715  0.770
F  0.225  -0.794  0.288
F  0.955  0.901  -1.573
F  -0.077  1.303  1.888
C  -2.785  -2.207  1.050
C  -3.264  -1.226  2.076
C  -3.315  0.177  1.637
O  -4.420  0.641  2.350
C  -5.203  -0.347  2.707
O  -6.319  -0.200  3.198
O  -4.560  -1.510  2.510
H  -2.769  -3.247  1.374
H  -1.797  -1.936  0.676
H  -3.557  -2.112  0.286
H  -2.619  -1.241  2.954
H  -3.463  0.440  0.590
H  -2.389  0.623  1.999
C  4.884  5.429  -0.282
C  3.628  4.567  -0.416
C  2.591  5.111  -1.303
O  2.394  4.124  -2.273
C  3.220  3.096  -1.976
O  3.132  1.981  -2.483
O  4.001  3.336  -0.978
H  5.207  5.987  -1.160
H  5.701  4.901  0.211
H  4.743  6.272  0.394
H  3.164  4.476  0.565
H  2.879  6.019  -1.833
H  1.649  5.287  -0.785
C  -3.275  5.478  -3.341
C  -3.238  3.998  -3.075
C  -3.605  3.029  -4.208
O  -2.441  2.265  -4.339
C  -1.505  2.617  -3.505
O  -0.453  1.956  -3.467
O  -1.904  3.660  -2.748
H  -2.570  5.792  -4.110
H  -3.094  6.091  -2.457
H  -4.256  5.819  -3.670
H  -4.049  3.771  -2.383
H  -3.762  3.522  -5.167
H  -4.472  2.440  -3.906
C  4.681  -2.598  1.055
C  4.834  -2.445  -0.475
C  4.200  -3.551  -1.259
O  3.419  -2.960  -2.267
C  3.334  -1.672  -1.973
O  2.686  -0.924  -2.687
O  4.138  -1.364  -0.949
H  3.637  -2.634  1.365
H  5.094  -1.704  1.522
H  5.023  -3.561  1.435
H  5.869  -2.268  -0.767
H  3.511  -4.140  -0.654
H  4.931  -4.263  -1.642
C  1.134  -0.412  4.436
C  2.441  -1.017  3.868
C  3.583  -1.208  4.911
O  4.083  -2.473  4.658
C  3.112  -3.219  4.090
O  3.118  -4.478  4.059
O  2.129  -2.410  3.597
H  1.316  0.661  4.486
H  0.931  -0.833  5.421
H  0.282  -0.600  3.784
H  2.878  -0.548  2.986
H  3.215  -1.281  5.935
H  4.338  -0.428  4.997
C  -3.525  4.252  1.261
C  -2.035  4.145  1.374
C  -1.264  5.006  0.309
O  -0.401  5.739  1.116
C  -0.718  5.700  2.385
O  -0.109  6.288  3.279
O  -1.702  4.756  2.569
H  -3.841  5.291  1.351
H  -3.983  3.794  2.138
H  -3.900  3.892  0.303
H  -1.777  3.086  1.397
H  -1.975  5.638  -0.223
H  -0.716  4.364  -0.380
C  0.545  -4.042  0.888
C  -0.359  -5.084  1.512
C  -0.927  -6.072  0.490
O  -0.589  -7.283  1.029
C  0.107  -7.147  2.221
O  0.685  -8.079  2.778
O  0.350  -5.860  2.457
H  1.498  -4.412  0.512
H  0.758  -3.106  1.404
H  0.082  -3.571  0.020
H  -1.156  -4.569  2.049
H  -0.414  -6.058  -0.471
H  -2.004  -6.050  0.327
C  -2.443  -4.695  -4.496
C  -2.548  -3.399  -3.748
C  -2.392  -3.404  -2.192
O  -1.345  -2.512  -2.029
C  -0.948  -1.951  -3.153
O  -0.239  -0.917  -3.223
O  -1.491  -2.618  -4.165
H  -3.072  -5.443  -4.013
H  -1.410  -5.041  -4.464
H  -2.704  -4.720  -5.554
H  -3.467  -2.905  -4.064
H  -2.170  -4.408  -1.830
H  -3.295  -3.056  -1.691